ORCA calculation (the ωB97M-V functional and the def2-TZVPD basis) on a structure of composition C48H47BrKN6OS3Sb.

```
108
C48H47BrKN6OS3Sb (the ωB97M-V functional and the def2-TZVPD basis)
K 1.66 1.82 0.27
C 4.37 -2.02 1.96
C 3.78 -0.64 1.97
N 3.94 0.18 1.00
N 4.61 -0.24 -0.10
C 4.75 0.59 -1.19
N 4.93 -0.15 -2.34
S 4.72 2.22 -1.12
C 2.91 -0.18 3.08
C 2.94 -0.76 4.34
C 2.02 -0.35 5.29
C 1.11 0.64 4.96
C 1.17 1.19 3.69
N 2.06 0.80 2.78
H 3.96 -2.59 1.13
H 4.13 -2.57 2.87
H 5.46 -1.98 1.85
H 4.72 -1.23 -0.25
H 4.33 -0.96 -2.42
H 4.89 0.43 -3.17
H 3.66 -1.54 4.58
H 2.02 -0.79 6.28
H 0.35 0.97 5.66
H 0.48 1.96 3.38
S 0.77 3.42 -2.44
C 0.12 4.54 -1.27
C -1.25 4.86 -1.37
C -1.89 5.78 -0.54
C -3.27 6.06 -0.73
N -4.39 6.29 -0.88
C -1.13 6.43 0.45
C 0.22 6.11 0.58
C 0.89 5.17 -0.23
S 2.57 4.86 0.09
C -1.71 7.40 1.32
N -2.16 8.18 2.03
H -1.82 4.35 -2.14
H 0.80 6.60 1.35
C -4.07 -2.10 5.01
C -3.95 -0.70 4.39
C -5.31 -0.33 3.80
C -3.61 0.29 5.52
C -2.87 -0.64 3.31
C -2.64 0.55 2.63
C -1.66 0.65 1.67
Br -1.44 2.31 0.78
C -0.81 -0.43 1.29
O 0.13 -0.28 0.42
C -1.10 -1.67 1.95
C -2.09 -1.73 2.93
C -0.31 -2.93 1.57
C -0.73 -4.17 2.38
C -0.53 -3.24 0.09
C 1.19 -2.70 1.81
H -4.85 -2.09 5.77
H -3.13 -2.40 5.49
H -4.32 -2.85 4.26
H -6.09 -0.36 4.57
H -5.58 -1.03 3.00
H -5.30 0.67 3.36
H -4.38 0.28 6.29
H -3.53 1.31 5.13
H -2.65 0.03 5.98
H -3.22 1.44 2.86
H -2.26 -2.68 3.42
H -1.78 -4.41 2.22
H -0.56 -4.04 3.45
H -0.13 -5.02 2.04
H -1.59 -3.42 -0.12
H 0.03 -4.13 -0.21
H -0.20 -2.41 -0.52
H 1.38 -2.52 2.88
H 1.52 -1.84 1.24
H 1.75 -3.59 1.50
C 1.00 -4.72 -3.90
C -0.22 -4.08 -3.68
C -0.26 -2.73 -3.36
C 0.90 -1.98 -3.23
C 2.11 -2.62 -3.49
C 2.17 -3.97 -3.81
Sb 0.95 0.12 -2.59
C 1.70 0.72 -4.53
C 1.38 0.05 -5.71
C 1.97 0.40 -6.91
C 2.90 1.43 -6.95
C 3.23 2.10 -5.78
C 2.64 1.75 -4.58
C -1.13 0.43 -2.95
C -1.57 1.13 -4.07
C -2.92 1.37 -4.27
C -3.86 0.91 -3.35
C -3.43 0.22 -2.23
C -2.07 -0.01 -2.03
H 1.04 -5.77 -4.14
H -1.14 -4.65 -3.75
H -1.23 -2.27 -3.20
H 3.04 -2.06 -3.47
H 3.13 -4.44 -4.00
H 0.65 -0.76 -5.68
H 1.70 -0.12 -7.82
H 3.37 1.71 -7.89
H 3.95 2.92 -5.80
H 2.88 2.30 -3.67
H -0.85 1.53 -4.77
H -3.24 1.93 -5.14
H -4.91 1.12 -3.50
H -4.14 -0.11 -1.48
H -1.75 -0.52 -1.13
```

HOMO level: -1.14 eV
molecular weight: 1060.908 g mol⁻¹
net charge: -2